(1)
Computed, not measured: a single C6H13NO molecule, with ωB97M-V/def2-TZVPD.

Last column: natural (NBO) charge in e.
Atoms and positions in Å:
C -0.09217 1.80421 1.66822  -0.61
C -0.75756 1.01951 0.54917  -0.24
N -0.05634 -0.25845 0.32127  -0.44
C -0.86142 -1.35550 0.91217  -0.21
C -0.35717 -2.74742 0.59534  -0.63
C 0.27242 -0.46141 -1.07666  -0.33
C 1.27037 0.58986 -1.53025  0.45
O 0.93039 1.66446 -1.96001  -0.52
H -0.65222 2.70258 1.96727  0.21
H 0.10966 1.14028 2.50287  0.21
H 0.87528 2.21738 1.34984  0.21
H -0.74003 1.59200 -0.36892  0.22
H -1.82730 0.87369 0.74914  0.18
H -1.88623 -1.27429 0.52923  0.17
H -0.76427 -1.20531 1.99033  0.20
H -0.88180 -3.53400 1.15113  0.22
H -0.44736 -3.04720 -0.45669  0.20
H 0.70769 -2.85275 0.83099  0.21
H -0.58961 -0.35315 -1.75224  0.18
H 0.72425 -1.43710 -1.19890  0.21
H 2.35498 0.34788 -1.47613  0.11

The HOMO energy is -8.86 eV. The energy relative to the best compared isomer or geometry (same formula, charge and spin) comes out at 171.56 kJ/mol. Its LUMO energy is 0.03861 Eh. Its SMILES is CCN(CC)CC=O. The value obtained for the gap between HOMO and LUMO is 9.9 eV.

(2)
Computed, not measured: a gas-phase ion, C4H12N3 (charge +1) at a distorted geometry, with ωB97M-V/def2-TZVPD.

Last column: natural (NBO) charge in e.
Atoms and positions in Å:
C -0.29388 -0.83804 -0.06977  -0.23
C -0.73983 0.07293 1.06687  -0.06
C 1.66096 -0.55097 -1.54684  0.41
C -1.65391 1.13507 0.41246  -0.64
N 0.72346 -0.07866 -0.74859  -0.52
N 2.80435 0.05636 -1.91457  -0.73
N -1.49680 -0.68779 2.08363  -0.83
H 0.13507 -1.79729 0.24885  0.22
H -1.13498 -1.06174 -0.66539  0.23
H 0.09810 0.74349 1.38849  0.16
H 1.45971 -1.58952 -1.96017  0.24
H -1.96882 2.06650 1.07680  0.25
H -2.70460 0.64251 0.18111  0.25
H -1.10185 1.59108 -0.46130  0.20
H 0.65798 0.91048 -0.40335  0.43
H 3.05792 0.98119 -1.51474  0.43
H 3.47946 -0.26072 -2.60616  0.45
H -0.96740 -1.27118 2.75463  0.38
H -2.01493 -0.06371 2.67802  0.38

The HOMO energy is -13.16 eV. The energy relative to the best compared isomer or geometry (same formula, charge and spin) comes out at 174.51 kJ/mol. Its LUMO energy is -0.13598 Eh. Its SMILES is C[C@@H](N)CNC=[NH2+]. As for the net charge: +1. The value obtained for the gap between HOMO and LUMO is 9.5 eV.

(3)
Computed, not measured: a single C5H11NO molecule at a distorted geometry, with ωB97M-V/def2-TZVPD.

Last column: natural (NBO) charge in e.
Atoms and positions in Å:
C 1.51963 0.96518 0.62500  -0.06
O 1.82741 2.00262 -0.30346  -0.74
C 1.34581 -0.34032 -0.12176  -0.42
C 0.00399 -0.32975 -0.89592  -0.45
C -1.19404 -0.56111 0.00197  0.20
C -2.28540 0.19831 -0.24005  -0.53
N -1.16971 -1.64802 0.84501  -0.82
H 0.58259 1.19866 1.14138  0.17
H 2.37496 0.89414 1.30707  0.16
H 1.94470 2.86327 0.12487  0.47
H 2.09932 -0.48001 -0.89940  0.21
H 1.48676 -1.13483 0.61246  0.21
H -0.10349 0.69135 -1.25914  0.23
H -0.01087 -0.97853 -1.76875  0.22
H -2.21826 0.97319 -0.99459  0.20
H -3.33021 0.04025 -0.00587  0.20
H -0.77502 -2.54218 0.60605  0.38
H -2.09817 -1.81221 1.22514  0.37

The HOMO energy is -8.13 eV. The energy relative to the best compared isomer or geometry (same formula, charge and spin) comes out at 167.99 kJ/mol. Its LUMO energy is 0.03715 Eh. Its SMILES is C=C(N)CCCO. The value obtained for the gap between HOMO and LUMO is 9.1 eV.

(4)
Computed, not measured: a molecular structure, C16H10ClIN4O5PdS, with ωB97M-V/def2-TZVPD.

Last column: natural (NBO) charge in e.
Atoms and positions in Å:
Pd -1.08016 0.69005 -2.15380  0.98
O -0.78454 4.65353 2.39866  -0.67
C -0.90383 3.49207 3.01471  0.78
O -1.03260 3.41011 4.21046  -0.59
C -0.85134 2.25865 2.17401  -0.27
C -0.87103 0.97734 2.69092  0.17
Cl -0.92077 0.40533 4.28608  0.10
N -0.79624 0.10724 1.65401  -0.19
N -0.71896 0.76096 0.48649  -0.27
C -0.75548 2.04819 0.77405  0.03
C -0.64546 3.01056 -0.37737  0.78
O -0.51400 4.20997 -0.15675  -0.64
O -0.63178 2.52419 -1.56887  -0.70
C -0.75492 -1.32268 1.65718  0.12
C -1.79999 -2.03827 2.21517  -0.20
C -1.75724 -3.42403 2.17553  -0.20
C -0.68675 -4.06736 1.57185  -0.20
C 0.34875 -3.33538 1.00738  -0.22
C 0.32146 -1.95057 1.05034  -0.16
H -0.68130 4.55392 1.41049  0.51
H -2.62551 -1.50303 2.66417  0.23
H -2.56217 -4.00290 2.60690  0.22
H -0.65866 -5.14835 1.54012  0.22
H 1.18032 -3.84857 0.54307  0.22
H 1.10955 -1.34331 0.62462  0.22
I 4.63895 2.35613 -2.07778  0.21
C 3.20409 0.88474 -2.37987  -0.20
C 3.55961 -0.40335 -2.74634  -0.18
C 2.55792 -1.34201 -2.93500  -0.23
C 1.24156 -0.96737 -2.74966  0.04
N 0.91401 0.27673 -2.39096  -0.43
C 1.86363 1.19572 -2.21168  0.03
H 4.59871 -0.66830 -2.88568  0.24
H 2.79469 -2.35524 -3.22566  0.24
H 0.41822 -1.65654 -2.88606  0.24
H 1.52486 2.18449 -1.93774  0.25
O -1.85129 -1.00853 -3.11426  -0.94
S -3.26946 -0.45920 -2.84172  1.28
N -3.12285 0.84506 -2.11700  -0.83

The HOMO energy is -9.52 eV. The energy relative to the best compared isomer or geometry (same formula, charge and spin) comes out at 0.00 kJ/mol. Its LUMO energy is -0.03163 Eh. The value obtained for the gap between HOMO and LUMO is 8.7 eV.

(5)
Computed, not measured: 12 unconnected molecules or ions with the total composition C30H63N3O33 at a distorted geometry, with ωB97M-V/def2-TZVPD.

Last column: Mulliken charge in e.
Atoms and positions in Å:
C -23.41372 -3.46498 -21.43737  -0.51
O -23.64629 -3.13585 -20.07097  -0.13
C -24.73637 -3.39063 -19.35015  0.63
O -25.72628 -4.02390 -19.77854  -0.63
O -24.59032 -2.97363 -18.08363  -0.39
C -23.42359 -2.55597 -17.37926  -0.34
H -24.14734 -2.79626 -21.88759  0.27
H -23.69739 -4.47560 -21.73110  0.38
H -22.39626 -3.27692 -21.78014  0.05
H -22.57828 -3.24408 -17.37122  0.25
H -23.68921 -2.51321 -16.32297  0.26
H -23.14915 -1.61237 -17.85086  0.12
C -18.85491 -2.43438 -17.97977  0.05
O -20.10127 -1.96100 -17.35461  -0.36
C -20.37248 -0.59832 -17.22488  0.75
O -21.40371 -0.16568 -16.66082  -0.64
O -19.58268 0.18046 -17.91151  -0.23
C -19.99168 1.40015 -18.30221  -0.72
H -18.96792 -2.56874 -19.05554  0.07
H -18.58202 -3.33141 -17.42391  0.33
H -18.07659 -1.73336 -17.67833  -0.18
H -19.10946 1.90471 -18.69617  0.23
H -20.39573 2.16770 -17.64212  0.30
H -20.58704 1.19324 -19.19150  0.33
C -15.50842 0.70667 -19.01684  -0.57
O -16.10783 1.65585 -19.93059  -0.23
C -15.48683 2.06589 -21.06382  0.72
O -14.33261 1.74498 -21.40831  -0.65
O -16.39503 2.72944 -21.81523  -0.27
C -16.16191 2.98955 -23.17834  -0.29
H -14.76881 1.32932 -18.51347  0.39
H -15.14449 -0.16562 -19.55976  0.24
H -16.15888 0.32703 -18.22888  0.07
H -15.42442 2.28961 -23.57114  0.16
H -15.71290 3.98256 -23.15799  0.43
H -17.08851 2.92731 -23.74899  -0.03
C -23.92125 0.29046 -21.37768  -0.61
O -24.37764 1.56149 -21.70653  -0.27
C -24.23221 2.58851 -20.83021  0.69
O -23.37622 2.64952 -19.94209  -0.58
O -25.07713 3.55003 -21.17230  -0.31
C -25.03316 4.80267 -20.58820  -0.71
H -22.83435 0.21310 -21.40545  0.26
H -24.18302 -0.38663 -22.19079  0.26
H -24.21311 -0.00053 -20.36861  0.37
H -25.32240 4.78617 -19.53741  0.33
H -25.77119 5.43370 -21.08341  0.25
H -24.05428 5.28214 -20.59028  0.32
C -19.39723 -5.05527 -22.94734  -0.32
O -20.42302 -5.56041 -23.77379  -0.38
C -21.32910 -4.67767 -24.36933  0.83
O -21.32950 -3.48456 -24.27069  -0.30
O -22.11550 -5.39014 -25.18407  -0.41
C -23.05217 -4.79197 -26.13269  -0.64
H -18.78632 -4.33609 -23.49294  0.11
H -18.87191 -5.84637 -22.41226  0.32
H -19.84980 -4.37994 -22.22125  0.11
H -22.52795 -4.40690 -27.00735  0.26
H -23.48378 -3.91304 -25.65383  0.27
H -23.84733 -5.47884 -26.42258  0.27
C -17.96520 -1.90724 -28.22653  -0.46
O -16.85348 -1.14452 -28.51814  -0.38
C -16.42880 -0.14848 -27.71674  0.78
O -17.08637 0.31251 -26.79925  -0.50
O -15.24259 0.18822 -28.12259  -0.37
C -14.47976 1.27737 -27.47003  -0.46
H -18.64820 -1.85969 -29.07468  0.30
H -18.48599 -1.65729 -27.30219  0.21
H -17.51229 -2.89403 -28.13065  0.16
H -15.03446 2.18691 -27.23951  0.22
H -13.84542 1.59921 -28.29594  0.28
H -13.91946 0.90073 -26.61428  0.17
C -20.79870 -0.35403 -25.07909  -0.17
O -21.91052 0.47550 -25.06142  -0.41
C -21.77000 1.60981 -24.24882  0.74
O -20.95340 1.80379 -23.35068  -0.56
O -22.72360 2.48158 -24.70296  -0.33
C -23.20007 3.55776 -23.92723  -0.68
H -20.09419 0.23940 -25.66184  0.46
H -21.11895 -1.20550 -25.67953  0.06
H -20.41011 -0.56832 -24.08351  0.05
H -24.26271 3.77438 -24.03666  0.32
H -22.60864 4.44885 -24.13763  0.36
H -23.11321 3.52862 -22.84108  0.19
C -15.76112 6.49990 -28.11215  -0.66
O -17.03532 6.00139 -27.77415  -0.38
C -17.34571 5.21320 -26.70547  0.73
O -16.53300 4.94865 -25.84295  -0.51
O -18.72148 4.88701 -26.68006  -0.36
C -18.99528 4.10521 -25.63935  -0.23
H -15.79107 7.57246 -28.30402  0.27
H -15.25042 6.05442 -28.96587  0.28
H -15.06190 6.38353 -27.28411  0.30
H -20.06529 3.92642 -25.74521  0.19
H -18.83666 4.59603 -24.67912  0.36
H -18.57161 3.10142 -25.60745  0.02
C -19.02736 -6.11611 -28.10670  -0.48
O -17.84522 -6.19967 -27.32361  -0.41
C -17.64340 -5.29547 -26.40062  0.76
O -18.35493 -4.33834 -26.09907  -0.35
O -16.47964 -5.60778 -25.94215  -0.36
C -15.66443 -4.60972 -25.24062  -0.61
H -19.84301 -6.24431 -27.39510  0.22
H -19.03505 -6.94231 -28.81764  0.23
H -19.06952 -5.12322 -28.55446  0.21
H -15.57338 -3.60915 -25.66331  0.21
H -14.64692 -4.99962 -25.21289  0.31
H -16.05599 -4.43624 -24.23829  0.30
C -17.75981 -0.39206 -22.90571  0.54
N -18.21015 -1.34447 -21.79480  1.16
O -19.09939 -2.12741 -22.10620  -0.66
O -17.68886 -1.19797 -20.71821  -0.44
H -17.06895 0.39908 -22.61430  -0.52
H -18.55122 0.08352 -23.48502  -0.31
H -17.33430 -0.97837 -23.72013  0.15
C -15.67080 -3.13368 -15.97396  -0.07
N -15.42443 -4.51524 -16.50431  0.84
O -14.63272 -5.16075 -15.92702  -0.53
O -15.82088 -4.77475 -17.66138  -0.51
H -15.70434 -3.10621 -14.88483  0.31
H -16.58315 -2.78142 -16.45525  -0.23
H -14.85540 -2.54447 -16.39355  0.26
C -12.97860 -0.84310 -23.05787  -0.78
N -14.36766 -1.01052 -23.60068  0.53
O -14.97269 -2.10091 -23.51613  -0.46
O -14.87577 0.08716 -23.91559  -0.21
H -12.53501 -1.83559 -22.97863  0.32
H -13.16013 -0.30779 -22.12589  0.27
H -12.44798 -0.21102 -23.76994  0.29

The HOMO energy is -10.02 eV. The energy relative to the best compared isomer or geometry (same formula, charge and spin) comes out at 384.53 kJ/mol. Its LUMO energy is -0.02037 Eh. Its SMILES is C[N+](=O)[O-].C[N+](=O)[O-].C[N+](=O)[O-].COC(=O)OC.COC(=O)OC.COC(=O)OC.COC(=O)OC.COC(=O)OC.COC(=O)OC.COC(=O)OC.COC(=O)OC.COC(=O)OC. The value obtained for the gap between HOMO and LUMO is 9.5 eV.

Question: Which of these has the lowest gap between HOMO and LUMO?
Answer: C16H10ClIN4O5PdS